This record from the OMol25 dataset describes a gas-phase ion, C21H25N2O4 (charge +1) in a non-equilibrium geometry. The level of theory is ωB97M-V/def2-TZVPD.

Strongest force on any atom: 0.0415 Eh/bohr
Net charge: +1
Energy relative to the best compared isomer or geometry (same formula, charge and spin): 0.00 kJ/mol
HOMO-LUMO gap: 8.66 eV

Element x y z (Å)
C1 4.77953 -1.37032 -2.56145
O1 4.02960 -0.15429 -2.42371
C2 2.67773 -0.27317 -2.34578
C3 1.96764 0.94054 -2.20300
C4 0.63233 0.88801 -1.84672
C5 0.01606 -0.32660 -1.57698
C6 -1.42091 -0.37030 -1.01436
O2 -2.19499 -1.15869 -1.90450
C7 -3.51679 -0.68074 -2.18948
C8 -1.53600 -0.89084 0.35830
N1 -0.80541 -0.37661 1.38738
C9 0.01868 0.79636 1.36610
C10 -0.53951 1.99749 0.92665
O3 -1.86699 1.87349 0.65419
C11 -2.77824 2.93062 0.33822
C12 0.24321 3.15368 0.83734
C13 1.49419 3.14856 1.44109
C14 1.95437 2.03648 2.15351
C15 1.19170 0.84625 2.12221
O4 1.50249 -0.29054 2.79257
C16 2.80471 -0.50521 3.38720
C17 -1.16997 -1.01165 2.55989
C18 -2.11244 -1.91189 2.26201
N2 -2.33620 -1.84708 0.89398
C19 -3.30587 -2.76922 0.31447
C20 0.63544 -1.51242 -1.94009
C21 1.97556 -1.50678 -2.33846
H1 5.80484 -1.00542 -2.59691
H2 4.62345 -2.04730 -1.70855
H3 4.50279 -1.88116 -3.49373
H4 2.48877 1.88734 -2.30067
H5 0.02609 1.79124 -1.81652
H6 -1.73708 0.67093 -0.88694
H7 -4.10382 -1.53717 -2.54046
H8 -4.02130 -0.24051 -1.30974
H9 -3.49497 0.09209 -2.96803
H10 -3.75491 2.43049 0.34148
H11 -2.76249 3.71665 1.10262
H12 -2.55394 3.35195 -0.65387
H13 -0.12391 4.01975 0.27984
H14 2.13290 4.02284 1.36011
H15 2.89692 2.06871 2.70694
H16 2.74430 -1.52898 3.75956
H17 3.59302 -0.42430 2.62723
H18 2.99247 0.18798 4.21891
H19 -0.71981 -0.73984 3.49069
H20 -2.66903 -2.56085 2.91374
H21 -3.47368 -2.57514 -0.74448
H22 -2.96695 -3.80724 0.45631
H23 -4.25343 -2.67385 0.86566
H24 0.02324 -2.41863 -1.97032
H25 2.46660 -2.45472 -2.58345

Forces on the atoms, in the same order (eV/Å):
-0.121 0.465 -0.128
-0.572 -0.557 -0.229
-0.293 -0.039 0.407
0.110 -0.683 0.093
0.015 0.127 -0.014
-0.946 -0.307 0.122
0.582 0.063 -1.817
-0.663 0.349 0.200
0.024 0.289 0.071
0.391 -0.815 1.933
-0.531 -0.338 -0.182
-0.222 0.299 0.774
-0.310 0.439 -0.022
-0.033 0.078 -0.109
0.394 0.127 -0.066
-0.557 -0.090 -0.204
0.224 -0.457 0.095
-0.302 -0.464 -0.166
1.135 0.221 0.005
0.290 0.023 -0.086
-0.345 0.234 -0.273
0.128 0.290 0.021
0.016 0.118 -0.133
0.517 0.534 -0.041
-0.563 -0.518 -0.306
0.293 0.030 -0.067
0.212 0.316 0.144
0.001 -0.418 -0.044
0.046 0.254 -0.160
0.211 0.086 0.189
-0.025 -0.172 -0.124
0.302 0.010 0.295
-0.379 -0.210 -0.685
0.161 0.243 0.001
0.257 -0.268 -0.114
0.077 -0.194 0.059
0.262 0.345 -0.105
0.076 -0.144 -0.159
-0.150 -0.057 0.304
0.067 -0.216 0.434
-0.157 -0.063 0.107
-0.392 -0.013 -0.289
0.157 0.213 -0.012
-0.200 0.029 0.185
-0.107 -0.142 -0.264
0.025 0.008 0.149
0.003 -0.139 -0.145
0.187 -0.098 0.414
0.077 0.444 -0.158
0.316 0.142 -0.221
0.483 0.113 0.223
-0.172 0.514 0.098